Entry 1:
Molecular formula: C40H76Cl19INO5
Method: DFT, ωB97M-V/def2-TZVPD

Results
* gap between HOMO and LUMO: 6.5 eV
* E_HOMO: -4.8054 eV
* multiplicity: 1
* charge: -1

CARTESIAN COORDINATES (ANGSTROEM)
C 5.975 -2.207 1.031
C 6.456 -1.035 0.120
C 5.919 0.391 0.414
I 5.940 0.879 2.593
N 4.787 0.867 -0.313
C 4.637 2.315 -0.274
C 4.706 3.009 -1.690
C 3.683 4.178 -1.666
C 3.079 4.501 -3.072
C 1.729 5.272 -2.796
C 0.487 4.340 -2.949
C -0.665 4.622 -1.951
C -0.328 4.245 -0.472
O -0.692 5.357 0.378
C -1.613 4.973 1.385
C 3.574 0.110 -0.413
Cl 3.013 -0.666 1.189
C 3.639 -1.082 -1.438
C 2.357 -1.487 -2.174
C 1.184 -2.067 -1.319
C -0.110 -1.205 -1.529
C -1.199 -1.469 -0.443
C -2.223 -0.311 -0.313
O -3.460 -0.735 -0.984
C -4.441 0.180 -0.671
C -4.820 1.264 -1.703
O -4.975 0.156 0.391
C 2.297 0.980 -0.851
O 1.360 1.137 -0.063
O 2.262 1.535 -1.976
H 5.409 -2.964 0.437
H 5.369 -1.932 1.904
H 6.858 -2.757 1.424
H 6.280 -1.335 -0.933
H 7.561 -1.000 0.212
H 6.750 1.040 0.078
H 3.771 2.677 0.316
H 5.499 2.771 0.260
H 4.503 2.286 -2.495
H 5.709 3.451 -1.871
H 2.806 3.952 -1.028
H 4.151 5.078 -1.213
H 3.726 5.213 -3.621
H 2.834 3.588 -3.636
H 1.734 5.624 -1.740
H 1.623 6.189 -3.407
H 0.763 3.273 -2.852
H 0.072 4.524 -3.966
H -1.061 5.653 -1.977
H -1.511 3.961 -2.250
H -0.851 3.327 -0.147
H 0.758 4.076 -0.351
H -2.657 5.036 1.004
H -1.401 3.978 1.823
H -1.549 5.708 2.216
H 4.023 -1.966 -0.887
H 4.434 -0.851 -2.180
H 1.923 -0.718 -2.841
H 2.646 -2.299 -2.883
H 0.906 -3.062 -1.726
H 1.411 -2.240 -0.255
H 0.110 -0.139 -1.699
H -0.540 -1.583 -2.488
H -0.736 -1.759 0.514
H -1.787 -2.339 -0.805
H -1.864 0.634 -0.762
H -2.457 -0.187 0.762
H -5.913 1.387 -1.655
H -4.552 0.983 -2.734
H -4.271 2.177 -1.412
Cl -2.103 -5.809 -4.761
C -2.955 -5.714 -3.195
C -2.302 -4.740 -2.246
Cl -0.715 -5.311 -1.676
H -2.996 -6.716 -2.773
H -3.971 -5.392 -3.409
H -2.928 -4.615 -1.365
H -2.162 -3.763 -2.706
Cl 6.299 -5.126 -0.510
C 7.624 -6.314 -0.591
C 8.415 -6.381 0.696
Cl 9.373 -4.907 0.987
H 8.257 -6.057 -1.439
H 7.167 -7.284 -0.790
H 9.121 -7.210 0.651
H 7.764 -6.532 1.554
Cl -1.882 -8.574 0.538
C -1.371 -7.572 1.923
C -2.398 -6.526 2.279
Cl -2.523 -5.263 1.031
H -0.411 -7.121 1.677
H -1.224 -8.247 2.763
H -2.114 -6.028 3.205
H -3.385 -6.965 2.418
Cl -4.672 6.465 2.415
C -4.796 8.230 2.207
C -3.444 8.877 2.032
Cl -2.477 8.825 3.527
H -5.326 8.635 3.067
H -5.403 8.401 1.318
H -3.572 9.928 1.773
H -2.870 8.397 1.241
Cl -1.342 -7.854 5.345
C -0.829 -6.842 6.720
C -1.859 -5.795 7.068
Cl -1.992 -4.542 5.809
H 0.130 -6.393 6.468
H -0.680 -7.511 7.567
H -1.572 -5.289 7.990
H -2.844 -6.236 7.212
Cl -6.246 9.242 -0.833
C -7.819 8.696 -0.196
C -8.862 9.785 -0.247
Cl -8.518 11.099 0.907
H -7.665 8.336 0.821
H -8.133 7.854 -0.812
H -9.835 9.375 0.022
H -8.938 10.220 -1.241
Cl 7.191 -1.803 -3.151
C 8.521 -2.975 -3.264
C 9.330 -3.032 -1.992
Cl 10.271 -1.542 -1.724
H 9.138 -2.708 -4.121
H 8.070 -3.949 -3.459
H 10.047 -3.852 -2.046
H 8.695 -3.190 -1.123
Cl -2.053 2.900 4.606
C -3.628 2.353 5.228
C -4.670 3.445 5.180
Cl -4.329 4.750 6.345
H -3.482 1.985 6.242
H -3.943 1.517 4.603
H -5.646 3.036 5.440
H -4.739 3.889 4.189
Cl -7.189 -5.811 -4.610
C -8.044 -5.715 -3.049
C -7.388 -4.741 -2.102
Cl -5.802 -5.322 -1.537
H -8.087 -6.717 -2.626
H -9.062 -5.390 -3.265
H -8.010 -4.609 -1.217
H -7.244 -3.766 -2.565

Atomic forces in eV per Å
0.3 -0.9 -0.2
-0.2 -0.8 0.7
1.0 0.1 -2.0
0.1 -0.1 0.1
-0.1 -0.3 1.0
1.2 1.5 -0.4
-0.6 0.3 0.8
-0.1 -0.3 -1.0
-0.7 1.5 1.1
-0.1 -0.5 0.4
-0.4 0.7 -0.3
-0.3 -1.1 0.2
0.2 0.8 -0.5
-0.2 -0.9 0.4
-0.2 0.7 0.5
-1.8 -0.8 -1.0
0.6 0.2 0.0
0.9 -0.1 0.3
-0.5 -1.0 -0.4
-0.8 0.1 -0.7
-0.2 -0.9 -0.2
0.0 0.2 -1.1
0.6 -1.1 0.8
-0.1 1.3 -0.2
0.1 0.1 -1.0
0.3 -0.9 -0.2
-0.5 0.0 0.9
-1.0 2.0 -0.3
0.0 -0.7 1.3
1.6 -0.9 -0.7
0.2 0.8 0.6
0.2 0.2 -0.5
-0.4 0.3 -0.2
-0.1 0.7 0.8
-0.6 0.3 0.0
-0.5 -0.1 0.5
0.1 -0.6 -0.5
-0.4 -0.7 0.0
-0.2 0.3 0.5
-0.3 -0.4 0.2
0.6 -0.3 -0.2
-0.2 -0.3 -0.4
0.0 -0.7 0.0
0.5 0.3 0.2
0.2 -0.1 -0.6
0.0 -0.5 0.1
0.1 0.5 0.0
0.2 -0.4 0.4
0.4 -0.3 0.0
0.3 0.5 0.0
0.3 0.4 -0.2
-0.5 -0.1 -0.1
0.5 -0.4 0.1
-0.1 0.4 -0.4
0.0 -0.3 -0.5
-0.3 0.4 -0.3
-0.6 0.2 0.3
0.6 0.0 0.6
0.1 0.4 0.4
0.4 0.4 0.3
0.1 0.5 -0.4
0.0 -0.4 0.5
0.2 0.4 0.3
-0.2 0.4 -0.3
0.3 0.3 0.5
-0.1 -0.4 0.2
0.0 0.3 -0.6
0.5 0.3 0.2
0.1 0.1 0.5
-0.4 -0.3 -0.2
0.1 0.0 0.0
-0.1 0.0 0.0
0.0 0.1 -0.1
0.1 -0.1 -0.3
0.1 0.0 0.0
0.1 0.0 -0.1
0.0 0.0 -0.1
0.1 -0.1 0.0
0.2 -0.2 -0.1
-0.1 -0.1 0.0
0.0 -0.2 0.0
0.0 0.0 0.1
0.0 0.0 0.1
0.0 0.0 0.1
0.0 0.0 -0.1
0.0 0.1 -0.1
0.0 0.0 -0.1
0.1 0.0 0.1
0.0 0.0 0.1
-0.2 0.0 0.3
-0.1 0.0 -0.1
-0.1 0.0 -0.1
0.1 0.0 0.0
0.0 0.0 -0.1
-0.1 0.0 0.1
-0.2 0.1 0.0
0.0 0.1 -0.1
0.0 0.0 0.0
0.1 -0.1 0.0
0.2 0.0 0.1
-0.1 0.0 0.0
0.0 -0.1 0.1
0.0 0.0 0.1
0.1 0.0 0.2
0.0 0.0 0.1
0.0 0.0 0.0
-0.1 0.0 -0.1
-0.1 0.0 0.0
0.1 0.0 0.0
0.0 0.0 -0.1
-0.1 0.1 -0.2
-0.1 -0.1 0.0
-0.1 -0.1 0.0
0.0 0.0 0.0
0.0 0.1 0.0
0.0 0.1 0.0
0.1 0.0 0.0
0.1 0.0 0.1
0.1 0.0 -0.3
0.0 -0.1 -0.1
0.0 -0.2 0.0
0.0 0.0 0.0
0.0 0.1 0.1
0.0 0.0 0.1
0.0 0.0 0.0
0.0 0.1 0.0
0.0 0.0 0.0
0.0 -0.1 0.0
-0.1 -0.1 -0.1
0.0 0.0 0.0
0.0 0.1 0.0
0.0 0.1 0.0
0.1 0.0 0.0
0.1 0.0 0.1
0.0 0.0 0.0
-0.1 0.0 0.1
-0.1 0.1 0.1
-0.1 0.0 0.1
0.1 0.0 0.0
0.1 0.1 0.0
0.0 -0.1 0.0
0.1 -0.1 0.0

---

Entry 2:
Molecular formula: C40H80Cl8O25
Method: DFT, ωB97M-V/def2-TZVPD

Results
* gap between HOMO and LUMO: 10.1 eV
* E_HOMO: -10.1720 eV
* multiplicity: 1
* charge: 0

CARTESIAN COORDINATES (ANGSTROEM)
C -22.418 -22.436 15.312
Cl -23.131 -23.934 16.145
Cl -21.774 -21.221 16.513
H -21.613 -22.766 14.655
H -23.304 -22.012 14.839
C -17.067 -17.056 15.785
Cl -16.672 -17.735 14.215
Cl -15.607 -17.178 16.907
H -17.424 -16.034 15.652
H -17.925 -17.558 16.233
C -25.001 -16.085 15.498
Cl -23.217 -16.146 15.440
Cl -25.534 -14.703 14.545
H -25.457 -16.998 15.118
H -25.414 -16.101 16.507
C -15.098 -11.379 20.428
Cl -13.886 -11.920 19.212
Cl -15.992 -9.928 19.719
H -15.736 -12.216 20.711
H -14.523 -11.016 21.279
C -21.357 -11.880 25.647
C -20.623 -12.123 24.282
O -20.689 -11.042 23.431
C -19.910 -9.956 23.506
O -18.977 -9.818 24.312
O -20.363 -9.106 22.594
C -19.871 -7.779 22.530
H -21.176 -12.640 26.406
H -22.422 -11.812 25.426
H -21.094 -10.958 26.166
H -20.977 -13.034 23.799
H -19.588 -12.330 24.554
H -18.783 -7.788 22.459
H -20.208 -7.277 23.437
H -20.159 -7.184 21.664
C -17.360 -17.637 28.038
C -18.384 -17.359 27.010
O -19.699 -17.300 27.642
C -20.809 -17.512 26.926
O -20.859 -17.876 25.743
O -21.806 -17.558 27.843
C -23.042 -18.098 27.436
H -16.417 -17.387 27.552
H -17.396 -18.585 28.573
H -17.478 -16.858 28.792
H -18.281 -18.105 26.222
H -18.184 -16.403 26.526
H -23.330 -17.935 26.398
H -23.875 -17.611 27.944
H -22.967 -19.164 27.651
C -12.277 -18.432 23.846
C -13.109 -17.104 23.731
O -12.351 -16.099 24.276
C -12.818 -14.931 24.463
O -13.932 -14.430 24.290
O -11.839 -14.200 24.951
C -12.023 -12.867 25.346
H -12.835 -19.365 23.922
H -11.693 -18.352 24.763
H -11.494 -18.481 23.090
H -14.064 -17.289 24.223
H -13.393 -16.895 22.700
H -12.183 -12.164 24.528
H -11.117 -12.472 25.806
H -12.825 -12.818 26.082
C -23.078 -22.980 22.167
C -23.198 -22.799 23.686
O -23.601 -23.978 24.279
C -24.941 -24.191 24.455
O -25.821 -23.296 24.320
O -25.124 -25.345 25.024
C -26.431 -25.822 25.260
H -22.373 -23.759 21.878
H -22.871 -21.962 21.838
H -24.069 -23.167 21.753
H -23.916 -22.016 23.927
H -22.266 -22.486 24.158
H -27.155 -25.695 24.454
H -26.945 -25.281 26.054
H -26.470 -26.840 25.647
C -22.147 -10.693 16.818
C -21.522 -9.322 17.049
O -21.125 -8.664 15.833
C -22.034 -7.948 15.032
O -23.238 -8.031 15.107
O -21.387 -7.144 14.207
C -19.968 -7.043 14.093
H -22.873 -10.666 16.005
H -22.633 -11.191 17.657
H -21.421 -11.366 16.363
H -20.630 -9.474 17.656
H -22.116 -8.567 17.565
H -19.609 -6.578 15.011
H -19.661 -6.410 13.261
H -19.386 -7.942 13.887
C -12.844 -21.659 15.881
C -11.938 -21.745 17.065
O -12.447 -22.672 17.981
C -11.797 -23.010 19.046
O -10.647 -22.678 19.275
O -12.608 -23.810 19.766
C -12.013 -24.321 20.967
H -13.876 -21.798 16.206
H -12.529 -22.261 15.029
H -12.771 -20.632 15.522
H -12.075 -20.822 17.627
H -10.864 -21.818 16.898
H -11.701 -23.545 21.666
H -11.073 -24.802 20.698
H -12.691 -25.075 21.369
C -18.616 -29.321 18.259
C -19.458 -28.033 18.507
O -18.808 -27.225 19.481
C -18.994 -27.338 20.797
O -19.558 -28.283 21.304
O -18.251 -26.422 21.387
C -18.252 -26.247 22.804
H -18.776 -29.978 19.114
H -17.549 -29.143 18.122
H -19.112 -29.891 17.474
H -20.465 -28.283 18.841
H -19.435 -27.489 17.563
H -19.268 -26.147 23.187
H -17.618 -25.386 23.014
H -17.814 -27.128 23.274
O -17.419 -19.445 21.904
C -17.713 -19.259 20.726
O -18.304 -18.152 20.195
C -18.580 -16.972 20.910
C -19.248 -15.872 20.034
C -17.422 -20.294 19.618
H -17.643 -16.552 21.274
H -19.191 -17.198 21.784
H -19.458 -14.929 20.539
H -20.164 -16.177 19.527
H -18.599 -15.751 19.167
H -17.877 -21.261 19.834
H -16.340 -20.277 19.492
H -17.979 -20.059 18.710
O -26.811 -18.814 18.991
C -27.030 -18.904 20.222
O -26.345 -18.351 21.192
C -25.156 -17.527 20.957
C -25.524 -16.035 20.907
C -28.188 -19.732 20.741
H -24.676 -17.800 20.017
H -24.395 -17.683 21.721
H -26.397 -15.890 20.271
H -24.659 -15.456 20.585
H -25.736 -15.682 21.916
H -27.791 -20.422 21.484
H -28.552 -20.368 19.934
H -28.948 -19.004 21.025

Atomic forces in eV per Å
-0.7 -0.4 1.4
0.8 1.1 -0.5
-0.4 -1.0 -0.9
-0.3 0.2 0.2
0.6 0.1 -0.1
0.2 0.1 0.7
-0.1 0.0 0.0
-1.3 0.3 -0.7
0.8 0.1 0.1
0.5 -0.5 0.0
-0.3 -0.6 0.0
-0.5 -0.3 0.4
-0.3 0.0 0.2
0.6 0.1 -0.7
0.6 0.9 0.2
0.6 0.9 -0.7
-0.5 -0.1 0.5
0.3 -1.3 0.8
-0.2 0.4 -0.4
-0.3 0.0 -0.2
-0.4 0.2 -0.9
1.3 -0.8 3.2
-0.9 1.1 -1.8
1.8 -0.3 2.4
-2.1 0.1 -2.1
-0.5 -0.3 -0.9
1.2 0.5 0.9
0.0 -0.4 -0.4
-0.1 -0.1 0.3
0.4 0.2 -0.5
-0.4 0.4 -0.3
0.3 0.1 -0.2
0.1 -0.1 0.5
0.3 0.2 -0.1
-0.8 -0.8 -0.2
0.3 1.4 1.1
-0.8 -0.3 -1.0
0.4 0.3 -0.6
0.5 -2.6 -1.1
-0.2 1.5 2.5
0.5 1.2 -0.9
-0.9 -0.4 -0.5
0.3 -0.6 0.2
0.1 -0.1 -0.6
0.1 0.0 0.3
-0.9 -0.2 -0.1
-0.1 0.1 0.1
0.8 -0.1 -0.3
0.4 -0.1 0.7
-0.5 0.0 -0.1
0.5 1.2 0.3
-1.2 -3.4 -1.0
1.4 -1.2 0.2
-2.7 4.3 0.5
1.1 -1.8 -0.2
2.2 -0.1 0.3
-0.5 0.9 0.4
-0.3 0.3 -0.4
-0.2 0.0 0.3
-0.3 -0.2 -0.3
0.0 0.5 0.5
0.3 0.2 -0.1
-0.5 -0.4 -0.3
0.2 -0.7 0.1
-0.1 0.2 -0.2
-0.6 1.0 0.9
0.0 1.2 -1.0
-1.8 -2.5 1.1
-1.3 4.6 0.5
2.5 -3.0 -0.2
0.4 -1.7 -0.2
-2.0 0.5 0.9
0.1 0.4 -0.1
0.7 -0.2 -0.6
0.0 -0.4 0.1
-0.1 0.1 -0.2
0.2 -0.3 -0.1
0.7 -0.2 -0.6
0.5 0.6 0.3
0.9 -0.1 -0.6
-0.4 -0.1 -1.3
-0.6 0.2 0.2
0.0 0.7 -1.4
0.2 -1.5 2.0
1.5 0.2 -0.1
-0.2 0.0 -1.2
1.0 0.3 0.7
-0.4 0.4 0.2
0.3 0.4 0.2
0.4 -0.1 0.5
0.3 0.3 -0.3
-0.5 -0.5 0.3
0.2 -0.1 0.0
-0.9 0.4 0.0
-0.7 -0.6 0.4
0.3 0.5 -0.7
0.3 1.9 1.0
-1.7 -1.5 -0.8
1.4 -0.2 0.4
-1.0 -0.5 0.6
0.5 0.5 0.4
0.9 -0.4 -0.4
0.1 -0.3 -0.3
-0.4 -0.4 0.2
-0.1 0.1 -0.1
0.4 0.5 -0.2
-0.1 -0.5 -0.2
-0.6 0.1 0.1
0.0 -0.2 0.0
0.0 0.4 0.1
-1.6 0.0 1.0
1.1 -1.5 0.0
0.3 1.7 -0.2
0.5 -2.5 -0.4
-0.3 1.0 0.3
0.0 1.1 -0.2
-0.1 -0.9 0.1
0.4 0.1 0.3
-0.3 0.1 -0.3
0.5 0.2 -0.5
0.0 0.0 -0.2
-0.3 0.5 0.4
0.1 0.2 -0.1
-0.3 0.0 -0.1
0.0 0.0 0.0
-0.7 1.0 -2.2
0.2 -0.6 1.2
0.1 -0.9 -0.9
-0.4 1.3 1.2
0.4 -1.4 -0.9
-1.1 0.8 0.3
0.1 -0.1 0.1
0.0 -0.1 0.0
0.4 -0.2 0.2
-0.3 -0.4 0.5
0.4 0.6 0.1
0.7 -0.1 0.7
-0.2 -0.5 -0.2
0.5 0.6 -0.2
0.0 0.3 3.2
-0.2 -0.8 -4.0
1.4 0.8 1.1
-0.2 0.7 -1.1
0.0 -0.7 0.6
0.8 0.0 -0.7
-0.4 -0.3 -0.1
-0.6 -0.5 0.4
0.2 0.2 -0.1
-0.1 0.0 -0.3
-0.3 0.0 0.0
-0.5 0.4 0.6
-0.1 0.4 -0.1
-0.1 -0.5 0.6